(1)
The following is a quantum chemistry calculation of a 3-piece molecular cluster, C25H52BIN3O11P2S overall at a distorted geometry, from the OMol25 dataset.

Atoms and positions in Å:
1 C 5.33 -3.00 -2.46
2 C 5.66 -1.85 -2.53
3 C 5.74 -0.40 -2.73
4 N 4.74 0.27 -1.86
5 C 5.21 0.90 -0.63
6 C 4.97 2.40 -0.54
7 O 4.58 2.88 0.48
8 O 5.22 3.13 -1.64
9 C 3.49 0.30 -2.20
10 N 3.10 -0.34 -3.36
11 C 1.90 -1.18 -3.22
12 S 1.02 -1.01 -4.82
13 C 0.94 -0.79 -2.08
14 C 0.24 -2.07 -1.57
15 C -1.07 -1.69 -0.84
16 C -1.24 -2.35 0.54
17 I -2.71 -2.14 -2.16
18 C 1.64 -0.14 -0.89
19 N 2.60 0.93 -1.34
20 B 1.92 2.12 -1.94
21 C 2.10 2.65 -3.40
22 O 1.08 2.80 -1.11
23 H 4.99 -4.01 -2.40
24 H 5.62 -0.13 -3.77
25 H 6.73 -0.07 -2.43
26 H 4.74 0.43 0.23
27 H 6.28 0.73 -0.51
28 H 4.63 3.90 -1.58
29 H 3.06 0.29 -4.15
30 H 2.17 -2.23 -3.12
31 H 0.02 -1.87 -4.61
32 H 0.13 -0.17 -2.48
33 H 0.09 -2.79 -2.37
34 H 0.90 -2.52 -0.81
35 H -1.07 -0.61 -0.68
36 H -1.52 -1.63 1.31
37 H -0.30 -2.81 0.87
38 H -1.98 -3.14 0.53
39 H 0.95 0.32 -0.18
40 H 2.21 -0.89 -0.34
41 H 1.95 3.73 -3.44
42 H 1.33 2.20 -4.03
43 H 3.05 2.40 -3.87
44 H 1.39 2.64 -0.20
45 O -2.80 5.22 0.12
46 P -2.23 6.47 -0.41
47 O -3.43 7.32 -1.06
48 C -4.50 7.78 -0.22
49 C -4.09 8.96 0.63
50 O -1.48 5.95 -1.77
51 C -1.01 4.61 -1.88
52 C -1.90 3.83 -2.82
53 O -1.18 7.64 -0.11
54 C -0.34 8.26 -1.09
55 C -1.08 9.08 -2.12
56 H -4.86 6.95 0.40
57 H -5.31 8.06 -0.89
58 H -3.33 8.68 1.36
59 H -4.95 9.35 1.18
60 H -3.68 9.76 0.02
61 H -0.95 4.14 -0.91
62 H 0.00 4.66 -2.28
63 H -2.94 3.87 -2.50
64 H -1.59 2.78 -2.87
65 H -1.86 4.25 -3.83
66 H 0.32 7.53 -1.56
67 H 0.31 8.92 -0.51
68 H -1.65 8.45 -2.80
69 H -0.37 9.66 -2.70
70 H -1.78 9.76 -1.64
71 O -1.40 -4.76 3.26
72 P -1.68 -5.91 4.15
73 O -0.45 -6.95 3.99
74 C 0.87 -6.54 4.37
75 C 1.04 -6.52 5.88
76 O -2.83 -6.72 3.32
77 C -3.71 -6.03 2.42
78 C -3.34 -6.34 0.99
79 O -2.21 -6.33 5.58
80 C -3.03 -7.48 5.87
81 C -2.33 -8.80 5.66
82 H 1.09 -5.56 3.94
83 H 1.55 -7.26 3.92
84 H 0.41 -5.76 6.34
85 H 2.08 -6.31 6.14
86 H 0.76 -7.48 6.31
87 H -3.70 -4.96 2.61
88 H -4.72 -6.38 2.63
89 H -2.29 -6.10 0.80
90 H -3.96 -5.78 0.30
91 H -3.47 -7.41 0.79
92 H -3.97 -7.43 5.32
93 H -3.29 -7.37 6.92
94 H -2.16 -9.00 4.60
95 H -2.94 -9.60 6.07
96 H -1.36 -8.81 6.16

The calculation puts the energy at -3379.0369 hartree. Its net charge is +1. The value obtained for the maximum force is 5.757 eV/Å. The calculation puts the highest occupied orbital energy at -0.4281 hartree.

Atomic partial charges in e from the Mulliken method, atoms 1 to 8:
1. C 0.0669
2. C -0.2311
3. C -0.8911
4. N 0.4755
5. C -0.5460
6. C 0.5207
7. O -0.5549
8. O -0.4549



(2)
The following is a quantum chemistry calculation of a 4-piece molecular cluster, C25H52Br2N7O6 overall at a distorted geometry, from the OMol25 dataset.

Atoms and positions in Å:
1 C -4.61 -4.40 13.10
2 C -4.19 -4.87 12.05
3 N -3.95 -5.02 10.63
4 C -3.01 -4.30 9.99
5 N -2.10 -3.35 10.52
6 C -1.41 -2.92 9.34
7 N -1.90 -3.62 8.24
8 C -1.59 -3.58 6.81
9 Br -0.27 -4.84 6.06
10 C -2.28 -2.64 6.04
11 C -2.08 -2.52 4.48
12 Br -3.58 -1.38 6.85
13 N -2.89 -4.49 8.58
14 H -5.05 -3.91 14.02
15 H -4.58 -5.66 10.13
16 H -0.59 -2.15 9.28
17 H -1.97 -1.41 4.24
18 H -2.94 -2.96 3.88
19 H -1.13 -3.02 4.11
20 H -3.42 -5.11 7.96
21 C 1.56 3.41 2.08
22 O 2.62 2.87 2.85
23 C 2.75 3.48 4.13
24 C 2.41 2.47 5.23
25 N 0.98 2.17 5.23
26 C 0.62 1.04 6.10
27 C 1.17 -0.34 5.70
28 O 0.63 -0.84 4.49
29 C 1.33 -0.42 3.32
30 H 1.62 2.98 1.08
31 H 0.59 3.14 2.51
32 H 1.64 4.49 2.00
33 H 2.15 4.39 4.22
34 H 3.80 3.77 4.24
35 H 2.69 2.89 6.20
36 H 3.01 1.57 5.06
37 H 0.68 1.95 4.29
38 H -0.47 0.98 6.10
39 H 0.93 1.27 7.12
40 H 0.85 -1.05 6.48
41 H 2.26 -0.38 5.70
42 H 2.39 -0.27 3.50
43 H 0.88 0.48 2.91
44 H 1.22 -1.20 2.56
45 C 4.24 -0.73 -3.57
46 O 3.52 0.49 -3.53
47 C 2.38 0.50 -4.39
48 C 1.10 0.56 -3.56
49 N 0.87 -0.70 -2.85
50 C -0.20 -0.63 -1.85
51 C 0.02 0.29 -0.65
52 O 1.06 -0.14 0.22
53 C 2.36 0.32 -0.14
54 H 5.15 -0.61 -3.00
55 H 3.65 -1.54 -3.12
56 H 4.51 -0.99 -4.60
57 H 2.37 -0.35 -5.08
58 H 2.44 1.42 -4.99
59 H 0.25 0.76 -4.22
60 H 1.19 1.39 -2.85
61 H 1.73 -0.97 -2.37
62 H -0.34 -1.65 -1.48
63 H -1.13 -0.35 -2.36
64 H -0.90 0.25 -0.05
65 H 0.15 1.34 -0.93
66 H 2.33 1.29 -0.64
67 H 2.86 -0.42 -0.78
68 H 2.95 0.41 0.77
69 C -1.13 3.36 -10.95
70 O -2.17 2.59 -10.39
71 C -2.17 1.23 -10.83
72 C -1.82 0.30 -9.67
73 N -0.42 0.44 -9.28
74 C -0.09 -0.25 -8.03
75 C -0.75 0.27 -6.74
76 O -0.34 1.58 -6.37
77 C -1.08 2.63 -6.97
78 H -1.28 4.40 -10.66
79 H -0.15 3.04 -10.57
80 H -1.14 3.30 -12.05
81 H -1.50 1.08 -11.68
82 H -3.18 1.00 -11.17
83 H -2.01 -0.74 -9.98
84 H -2.49 0.54 -8.84
85 H -0.21 1.43 -9.16
86 H 0.99 -0.16 -7.90
87 H -0.31 -1.31 -8.14
88 H -0.43 -0.39 -5.93
89 H -1.84 0.20 -6.77
90 H -2.12 2.35 -7.16
91 H -0.60 2.96 -7.89
92 H -1.08 3.48 -6.28

The calculation puts the energy at -6965.9533 hartree. Its net charge is +1. The value obtained for the maximum force is 4.902 eV/Å. The calculation puts the highest occupied orbital energy at -0.3568 hartree.

Atomic partial charges in e from the Mulliken method, atoms 1 to 8:
1. C 0.0004
2. C -0.3876
3. N -0.1552
4. C 0.5208
5. N -0.4923
6. C 0.0467
7. N 0.3435
8. C -0.3083



(3)
The following is a quantum chemistry calculation of C25H52BrN3ORuSi3 as an isolated structure at a distorted geometry, from the OMol25 dataset.

Atoms and positions in Å:
1 Ru -0.27 0.18 0.18
2 C -0.53 0.10 3.89
3 O 0.20 0.11 2.67
4 Si 1.75 0.74 2.51
5 C 1.73 2.55 2.99
6 C 2.93 -0.11 3.70
7 C 2.06 0.28 0.73
8 Si 2.38 -1.55 0.46
9 C 4.21 -1.89 0.78
10 C 2.08 -2.12 -1.32
11 C 1.39 -2.68 1.60
12 Si 3.15 1.52 -0.18
13 C 3.82 0.94 -1.84
14 C 2.29 3.18 -0.40
15 C 4.68 1.80 0.88
16 H 0.10 -0.26 4.70
17 H -1.38 -0.57 3.77
18 H -0.89 1.10 4.13
19 H 1.51 2.65 4.05
20 H 0.99 3.13 2.43
21 H 2.71 3.01 2.82
22 H 2.81 0.27 4.71
23 H 3.96 0.07 3.39
24 H 2.77 -1.19 3.72
25 H 4.84 -1.32 0.11
26 H 4.42 -2.95 0.63
27 H 4.48 -1.63 1.81
28 H 2.75 -1.62 -2.02
29 H 1.06 -1.96 -1.67
30 H 2.28 -3.19 -1.37
31 H 1.97 -2.91 2.50
32 H 1.15 -3.62 1.11
33 H 0.45 -2.22 1.92
34 H 3.07 0.86 -2.64
35 H 4.32 -0.02 -1.76
36 H 4.56 1.67 -2.18
37 H 1.20 3.10 -0.37
38 H 2.56 3.65 -1.35
39 H 2.58 3.87 0.40
40 H 5.34 0.92 0.88
41 H 4.43 2.02 1.92
42 H 5.26 2.65 0.49
43 C -4.17 0.72 -0.38
44 N -4.51 0.61 1.07
45 C -5.82 -0.08 1.23
46 C -3.40 -0.06 1.87
47 C -2.90 -1.34 1.26
48 C -3.61 -2.51 1.52
49 C -3.22 -3.72 0.96
50 C -2.09 -3.74 0.15
51 C -1.37 -2.58 -0.08
52 C -1.75 -1.35 0.46
53 H -4.94 1.31 -0.87
54 H -4.14 -0.27 -0.80
55 H -3.21 1.20 -0.48
56 H -4.58 1.55 1.44
57 H -5.73 -1.08 0.83
58 H -6.58 0.46 0.68
59 H -6.09 -0.12 2.28
60 H -3.80 -0.22 2.87
61 H -2.58 0.65 1.93
62 H -4.45 -2.50 2.20
63 H -3.78 -4.62 1.16
64 H -1.77 -4.68 -0.30
65 H -0.47 -2.66 -0.68
66 Br -1.26 2.38 0.75
67 C 0.55 0.85 -2.49
68 C 0.70 0.78 -4.04
69 N -0.62 0.76 -4.64
70 C -1.29 -0.49 -4.28
71 C -1.39 -0.60 -2.74
72 N -0.88 0.64 -2.12
73 C -1.65 1.79 -2.63
74 C -1.40 1.90 -4.17
75 H 0.84 1.83 -2.12
76 H 1.16 0.10 -2.00
77 H 1.24 -0.12 -4.34
78 H 1.25 1.65 -4.41
79 H -0.71 -1.32 -4.70
80 H -2.28 -0.51 -4.75
81 H -0.82 -1.45 -2.36
82 H -2.43 -0.73 -2.42
83 H -1.33 2.68 -2.11
84 H -2.70 1.62 -2.42
85 H -0.86 2.81 -4.41
86 H -2.35 1.91 -4.71

The calculation puts the energy at -4760.5118 hartree. Its net charge is +1. The spin multiplicity is 2. The value obtained for the maximum force is 1.814 eV/Å. The calculation puts the energy above the lowest of the compared OMol25 structures with the same formula, charge and spin at 1.2901 eV. The calculation puts the highest occupied orbital energy (spin up / spin down) at -0.3674 / -0.3974 hartree. As for the expectation value of S²: 0.777.

Atomic partial charges in e from the Mulliken method, atoms 1 to 8:
1. Ru 0.4335
2. C -1.0751
3. O -0.1343
4. Si -0.0213
5. C -1.1164
6. C -1.2581
7. C 0.7674
8. Si 0.1567